i:
Density functional theory data (ωB97M-V/def2-TZVPD) for C26H28N4O3 in the gas phase.

Geometry (Å):
C (-1.902, -2.659, 0.722)
N (-1.401, -3.081, -0.561)
C (-0.174, -2.852, -1.068)
O (0.179, -3.333, -2.133)
C (0.766, -1.949, -0.285)
H (0.883, -2.282, 0.747)
H (1.742, -2.026, -0.769)
C (0.287, -0.480, -0.295)
N (-0.322, -0.141, -1.567)
C (0.653, -0.111, -2.632)
C (1.853, 0.817, -2.373)
N (2.214, 0.841, -0.971)
C (1.493, 0.382, 0.070)
O (1.833, 0.582, 1.220)
H (3.013, 1.409, -0.726)
H (1.621, 1.841, -2.690)
H (2.714, 0.469, -2.954)
H (1.003, -1.137, -2.772)
H (0.156, 0.195, -3.554)
C (-1.272, 0.960, -1.514)
C (-0.714, 2.285, -1.048)
C (-0.591, 2.554, 0.307)
C (0.006, 3.730, 0.746)
C (0.471, 4.658, -0.179)
C (0.313, 4.409, -1.530)
C (-0.275, 3.234, -1.965)
H (-0.407, 3.058, -3.023)
H (0.648, 5.142, -2.248)
H (0.929, 5.575, 0.161)
O (0.026, 3.956, 2.094)
C (1.096, 4.604, 2.655)
C (0.847, 5.420, 3.753)
C (1.897, 6.052, 4.392)
C (3.195, 5.879, 3.942)
C (3.441, 5.054, 2.857)
C (2.400, 4.413, 2.213)
H (2.588, 3.748, 1.383)
H (4.453, 4.901, 2.512)
H (4.013, 6.378, 4.439)
H (1.699, 6.687, 5.243)
H (-0.170, 5.543, 4.092)
H (-0.956, 1.863, 1.051)
H (-1.692, 1.065, -2.517)
H (-2.078, 0.650, -0.840)
H (-0.464, -0.350, 0.487)
C (-2.335, -3.874, -1.347)
C (-2.359, -5.292, -0.838)
N (-3.283, -5.580, 0.071)
C (-3.312, -6.801, 0.577)
C (-2.424, -7.799, 0.209)
C (-1.450, -7.494, -0.731)
C (-1.412, -6.218, -1.264)
H (-0.669, -5.928, -1.990)
H (-0.733, -8.241, -1.041)
H (-2.490, -8.783, 0.647)
H (-4.086, -6.981, 1.312)
H (-1.994, -3.849, -2.384)
H (-3.330, -3.432, -1.260)
H (-2.503, -1.750, 0.624)
H (-1.095, -2.479, 1.427)
H (-2.539, -3.452, 1.119)

## Properties
HOMO energy: -8.3362 eV
molar mass: 444.5 u
structure (SMILES): CN(Cc1ccccn1)C(=O)C[C@H]1C(=O)NCCN1Cc1cccc(Oc2ccccc2)c1
gap between HOMO and LUMO: 9.0551 eV
lowest unoccupied orbital energy: 0.7 eV

ii:
Density functional theory data (ωB97M-V/def2-TZVPD) for C26H28N4O3 in the gas phase.

Geometry (Å):
C (-1.010, -1.177, 3.875)
C (-0.385, -2.071, 2.851)
C (0.183, -1.515, 1.710)
C (0.770, -2.333, 0.761)
C (0.800, -3.710, 0.933)
C (0.231, -4.280, 2.062)
C (-0.357, -3.448, 3.008)
H (-0.796, -3.890, 3.892)
C (0.255, -5.763, 2.275)
H (0.891, -6.007, 3.125)
H (-0.745, -6.133, 2.491)
H (0.639, -6.278, 1.398)
H (1.273, -4.330, 0.185)
N (1.392, -1.756, -0.385)
C (0.724, -1.424, -1.501)
O (1.276, -0.827, -2.422)
C (-0.730, -1.854, -1.545)
H (-0.769, -2.935, -1.397)
C (-1.422, -1.489, -2.865)
C (-1.833, -0.022, -2.892)
O (-2.964, 0.341, -2.653)
N (-0.796, 0.807, -3.192)
C (-0.774, 2.195, -3.196)
N (0.456, 2.703, -3.189)
C (0.594, 4.017, -3.192)
C (-0.476, 4.896, -3.193)
C (-1.757, 4.360, -3.195)
C (-1.922, 2.989, -3.199)
H (-2.897, 2.532, -3.196)
H (-2.622, 5.008, -3.195)
H (-0.314, 5.962, -3.191)
H (1.616, 4.374, -3.191)
H (0.132, 0.380, -3.244)
H (-2.330, -2.084, -2.966)
H (-0.753, -1.704, -3.700)
H (-1.257, -1.394, -0.705)
C (2.778, -1.342, -0.220)
H (3.243, -1.295, -1.208)
C (2.815, 0.036, 0.458)
O (3.190, 0.196, 1.599)
N (2.357, 1.020, -0.338)
H (2.032, 0.795, -1.268)
C (2.037, 2.330, 0.199)
C (0.725, 2.284, 0.944)
C (0.655, 2.540, 2.306)
C (-0.555, 2.446, 2.974)
C (-1.704, 2.087, 2.290)
C (-1.642, 1.818, 0.932)
C (-0.433, 1.916, 0.268)
H (-0.384, 1.707, -0.789)
H (-2.530, 1.533, 0.387)
H (-2.647, 2.017, 2.813)
H (-0.600, 2.650, 4.034)
H (1.552, 2.805, 2.845)
H (1.982, 3.032, -0.635)
H (2.841, 2.623, 0.879)
H (3.291, -2.068, 0.411)
H (0.177, -0.444, 1.572)
H (-1.884, -0.680, 3.455)
H (-1.315, -1.740, 4.753)
H (-0.305, -0.404, 4.174)

## Properties
HOMO energy: -8.8213 eV
molar mass: 444.5 u
structure (SMILES): Cc1cc(C)cc(N(CC(=O)NCc2ccccc2)C(=O)CCC(=O)Nc2ccccn2)c1
gap between HOMO and LUMO: 9.4754 eV
lowest unoccupied orbital energy: 0.7 eV

It is ii that is most stable; the runner-up trails by 0.0806 hartree.

i:
Density functional theory data (ωB97M-V/def2-TZVPD) for a molecular structure, C3H3NO3.

Geometry (Å):
C (-1.051, -0.396, -0.233)
C (-0.472, 1.068, 0.155)
C (1.399, -0.387, -0.165)
H (-0.310, 1.298, 1.444)
H (-1.185, 2.143, -0.340)
H (0.098, -2.056, -0.077)
N (0.148, -1.157, 0.307)
O (-2.188, -0.779, -0.404)
O (0.900, 0.917, -0.447)
O (2.662, -0.651, -0.239)

## Properties
HOMO energy: -11.0142 eV
molar mass: 101.1 u
gap between HOMO and LUMO: 10.8092 eV
lowest unoccupied orbital energy: -0.2 eV

ii:
Density functional theory data (ωB97M-V/def2-TZVPD) for a molecular structure, C3H3NO3.

Geometry (Å):
C (0.918, -0.239, -0.026)
C (0.361, 0.956, -0.099)
C (-1.131, -0.430, 0.030)
H (2.956, -0.189, 0.736)
H (0.924, 1.833, -0.034)
H (-2.863, 0.051, -0.496)
N (-1.004, 0.894, 0.011)
O (2.232, -0.768, -0.083)
O (-2.372, -0.883, 0.069)
O (-0.022, -1.225, -0.108)

## Properties
HOMO energy: -8.4668 eV
molar mass: 101.1 u
gap between HOMO and LUMO: 8.5073 eV
lowest unoccupied orbital energy: 0.0 eV

iii:
Density functional theory data (ωB97M-V/def2-TZVPD) for C3H3NO3 in the gas phase.

Geometry (Å):
N (-1.391, -1.438, 0.239)
C (-0.446, -0.607, 0.170)
O (-0.461, 0.622, 0.767)
C (0.190, 1.710, 0.219)
O (0.467, 2.643, 0.898)
C (0.817, -1.058, -0.518)
O (1.751, -0.332, -0.747)
H (-2.199, -1.046, 0.727)
H (0.356, 1.627, -0.859)
H (0.788, -2.123, -0.796)

## Properties
HOMO energy: -11.0590 eV
molar mass: 101.1 u
structure (SMILES): [H]/N=C(/C=O)OC=O
gap between HOMO and LUMO: 10.3856 eV
lowest unoccupied orbital energy: -0.7 eV

iv:
Density functional theory data (ωB97M-V/def2-TZVPD) for C3H3NO3 in the gas phase.

Geometry (Å):
C (0.270, 1.010, -1.458)
C (0.642, -0.446, -1.290)
C (-0.613, -0.383, 2.006)
N (0.270, -0.108, 0.926)
O (-0.369, -0.648, 3.152)
O (-0.110, 1.537, -0.460)
O (0.406, -0.920, -0.118)
H (0.341, 1.485, -2.377)
H (0.816, -1.199, -2.067)
H (-1.653, -0.329, 1.687)

## Properties
HOMO energy (alpha / beta): -8.6618 / -9.0692 eV
molar mass: 101.1 u
gap between HOMO and LUMO (alpha / beta): 7.7652 / 7.9533 eV
lowest unoccupied orbital energy (alpha / beta): -0.9 / -1.1 eV

It is iii that is most stable; the runner-up trails by 0.0703 hartree.